## 1
69
Properties=species:S:1:pos:R:3 method="wB97M-V/def2-TZVPD" spin_multiplicity=1 homo_ev=-9.4 total_charge=+1 lumo_energy_ev=-5.634 homo_lumo_gap_ev=3.778
O -4.22874 0.08543 2.25952
N -1.51750 0.06416 2.74144
N -4.34586 0.08291 -2.91511
C -5.51067 0.46800 -2.14529
C 4.22483 1.88504 -0.92067
C -2.28693 1.19336 3.27985
C -1.01167 1.35738 -1.88496
C 1.82571 1.29866 -0.82652
C 4.27258 -1.86221 2.32823
C -2.30054 1.32195 -2.38765
C 1.01050 0.14499 -1.10699
C -3.60736 -1.19213 2.24029
C 2.73371 0.46901 2.43276
C 4.89279 -0.60755 2.37690
C 2.77250 -3.01405 -2.29301
C 0.66144 -0.91418 2.40016
C 3.24679 -0.45722 -1.39702
C -4.53854 0.17462 -4.35462
C 2.89261 -1.95683 2.31671
C -2.10043 -1.09684 2.09261
C 2.52386 3.54833 -0.41195
C -0.17316 0.06526 2.89315
C 1.89251 -0.94877 -1.44868
C 4.09233 -2.52170 -2.24528
C -3.76518 0.86577 3.37068
C 4.11156 0.55401 2.41791
C 2.09455 -0.79043 2.39410
C -1.18182 -0.99172 -1.27100
C -0.39701 0.18520 -1.36210
C 1.49186 2.60349 -0.47115
C 1.66399 -2.22782 -1.95557
C 4.33502 -1.22826 -1.77692
C 3.20268 0.94646 -1.02146
C -2.50355 -1.00907 -1.68807
C -3.06709 0.13046 -2.33165
C 3.87078 3.21077 -0.65877
H 4.91493 -3.14222 -2.59934
H 0.29133 -1.88445 2.02539
H 2.39569 -2.91997 2.21905
H -2.72629 2.20720 -2.87050
H 0.45946 2.84347 -0.20984
H -3.92819 0.35766 4.34036
H -2.15981 2.11120 2.66930
H -5.81083 1.50817 -2.35901
H -1.86418 -1.08717 1.00580
H 2.59504 -4.03652 -2.62689
H 2.27276 4.57624 -0.15102
H -4.36104 1.78147 3.30566
H -4.01767 -1.69890 1.35568
H -5.26582 0.38674 -1.07869
H -3.79619 -1.77200 3.16110
H -3.62372 -0.14841 -4.86365
H -1.89717 1.42188 4.27971
H 4.59279 1.53118 2.37722
H 5.33730 -0.79641 -1.71438
H -0.73542 -1.88846 -0.83083
H 4.87663 -2.76486 2.24776
H -1.63107 -1.98499 2.55388
H 0.64455 -2.59992 -2.08763
H -6.34978 -0.20121 -2.38422
H 5.97089 -0.52779 2.30988
H -3.10470 -1.91677 -1.57563
H 5.26137 1.56287 -1.06682
H -0.42918 2.27286 -1.98433
H 0.21691 0.90852 3.47121
H -5.36594 -0.48368 -4.65871
H 4.63591 3.99053 -0.64143
H -4.78192 1.19600 -4.68629
H 2.10686 1.36125 2.39733

## 2
69
Properties=species:S:1:pos:R:3 method="wB97M-V/def2-TZVPD" spin_multiplicity=1 homo_ev=-8.5 total_charge=+1 lumo_energy_ev=-4.822 homo_lumo_gap_ev=3.681
O 4.61125 1.96472 4.57407
N 2.07240 0.46155 -3.23883
N -2.88292 0.75074 3.51596
C -1.52716 0.45659 -2.34659
C 2.64780 -0.08485 -2.11152
C 3.95855 -0.56916 -2.19608
C 5.21399 0.67761 4.90157
C -0.18232 -1.54195 2.66206
C -0.11537 0.43165 -2.17572
C 3.28839 1.88791 4.21369
C 0.50235 0.12568 -0.94768
C 2.80641 2.69120 3.14770
C -5.25201 0.60924 3.80308
C 1.11467 0.83665 4.38101
C 2.42040 0.93558 4.80973
C 4.48524 -1.33199 -1.16131
C -3.96312 -0.22815 3.69424
C 0.10916 0.79743 -4.61415
C 2.49287 -0.92381 0.17744
C 0.70899 0.60018 -3.36012
C -0.69223 1.37722 2.73232
C -1.41210 -1.66551 4.74113
C -0.07704 -3.53440 4.00851
C -1.59104 0.42021 3.26690
C 0.66795 1.47990 3.18196
C 3.75263 -1.49836 0.02940
C 1.86145 -0.25010 -0.90561
C -2.08968 0.62547 -3.60697
C 2.93883 0.71339 -4.38930
C -1.10482 -0.97136 3.55130
C 0.39802 -2.77376 2.93006
C -3.32429 2.14452 3.62416
C -0.98558 -2.97922 4.91466
C -4.82096 2.07407 3.99746
C 1.58695 2.37802 2.56608
C -1.27843 0.77885 -4.74352
H 0.07709 -0.98242 1.76002
H -3.80766 -0.84480 4.59957
H -5.79430 0.51449 2.85734
H -5.40556 2.73287 3.34337
H 5.47777 -1.75444 -1.27950
H -3.16864 0.64048 -3.71835
H -3.15301 2.65372 2.65974
H -1.36164 -3.56554 5.75286
H 4.56076 -0.38641 -3.08931
H -1.71275 0.91723 -5.72841
H -3.97726 -0.91158 2.82730
H -2.15945 0.30971 -1.46378
H -2.73936 2.70518 4.38695
H 1.27572 2.85901 1.62676
H 4.17679 -2.08012 0.84223
H 6.23645 0.73505 4.53373
H 3.43200 3.50924 2.79197
H 5.21138 0.50610 5.99037
H 0.28639 -4.54786 4.15273
H 0.72626 0.94396 -5.49940
H 2.82642 0.30560 5.60635
H -1.96550 -1.16964 5.53527
H 2.46794 1.39792 -5.08982
H 0.42987 0.27162 5.01090
H -4.95663 2.41997 5.03343
H 1.19671 -3.14700 2.28932
H 4.68767 -0.14209 4.38645
H 3.86654 1.18527 -4.05534
H -5.90032 0.22678 4.59829
H -1.06994 2.23651 2.16979
H 3.18890 -0.21188 -4.92204
H 1.94906 -1.01638 1.12351
H -0.11869 -0.03881 -0.07126

What is the stability order? It is 2, 1, from most stable to least stable.

## 1
16
Properties=species:S:1:pos:R:3 method="wB97M-V/def2-TZVPD" spin_multiplicity=1 homo_ev=-10.0 lumo_energy_ev=1.044 homo_lumo_gap_ev=11.068
O 1.86539 -1.20835 -1.38528
O 0.91971 -1.71969 0.59975
N -0.65678 1.02197 -0.52169
C 1.04625 -1.88355 -0.59017
C 2.50640 -0.08378 -0.76426
C -2.49190 0.93854 1.16522
C -1.28148 0.45047 0.42663
H -0.87621 -0.50377 0.77120
H -2.86624 1.89083 0.77566
H 3.22537 0.28935 -1.49331
H -1.10509 1.91106 -0.76370
H 1.73855 0.66336 -0.54835
H -2.22854 1.06181 2.22211
H 0.48904 -2.63203 -1.17175
H -3.29362 0.19227 1.12161
H 3.00913 -0.38848 0.15634

## 2
16
Properties=species:S:1:pos:R:3 method="wB97M-V/def2-TZVPD" spin_multiplicity=1 homo_ev=-10.4 smiles="CCCOC(N)=O" lumo_energy_ev=0.952 homo_lumo_gap_ev=11.313
O -0.28516 1.12148 -1.76786
O -1.18789 0.94042 0.32436
N -2.47197 0.58507 -1.46027
C 0.56363 -0.70084 0.27322
C 0.09180 0.60329 0.88946
C 2.01580 -1.05508 0.50593
C -1.22668 0.91142 -1.02931
H 0.81487 1.40299 0.71151
H -2.54676 0.35038 -2.43567
H 2.64587 -0.23143 0.15824
H 2.27255 -1.94311 -0.08116
H -0.11406 -1.50852 0.56758
H 0.47211 -0.54772 -0.80159
H -0.08706 0.53864 1.96556
H 2.24487 -1.25166 1.55324
H -3.14841 0.23289 -0.80557

## 3
16
Properties=species:S:1:pos:R:3 method="wB97M-V/def2-TZVPD" spin_multiplicity=1 homo_ev=-7.4 lumo_energy_ev=-3.744 homo_lumo_gap_ev=3.623
O 1.64961 -2.72959 -0.84993
O -0.75123 1.56375 -1.43577
N 0.80788 0.80316 0.39084
C 1.38429 -0.48500 -0.05345
C -1.53971 1.38947 0.93724
C -0.57451 0.97775 -0.18410
C -1.36202 0.00824 0.55525
H 0.60334 0.73036 1.38162
H -2.09649 -0.65158 0.10364
H 1.99256 -3.63504 -0.86602
H -1.14547 0.76134 -1.82890
H -0.97117 2.02253 1.61983
H 0.66740 -1.24865 0.19965
H 1.52759 -0.55860 -1.12400
H 2.28035 -0.85503 0.43961
H -2.47241 1.90689 0.71448

## 4
16
Properties=species:S:1:pos:R:3 method="wB97M-V/def2-TZVPD" spin_multiplicity=1 homo_ev=-9.8 smiles=C[C@@H]1C[C@@](N)(O)O1 lumo_energy_ev=0.925 homo_lumo_gap_ev=10.705
O 0.34370 0.65013 -2.30389
O 0.60040 -0.80273 -0.51496
N -1.56156 -0.25674 -1.51144
C 0.46785 -0.68260 1.93082
C -0.26528 0.17982 -1.14262
C 0.80717 0.03844 0.64337
C -0.19085 1.07241 0.10903
H 1.84470 0.39868 0.66605
H 1.28075 0.43252 -2.21368
H 0.17833 2.08193 -0.08234
H -0.54033 -1.10687 1.86979
H -1.49157 -0.90635 -2.28858
H -2.01786 -0.71527 -0.73072
H 0.50404 -0.00034 2.78763
H -1.13176 1.11728 0.66702
H 1.17229 -1.50031 2.11453

What is the stability order? It is 2, 4, 1, 3, from most stable to least stable.

## 1
16
Properties=species:S:1:pos:R:3 method="wB97M-V/def2-TZVPD" spin_multiplicity=1 homo_ev=-9.7 smiles="[H]/N=C(/C)OOCC" lumo_energy_ev=0.968 homo_lumo_gap_ev=10.697
O -0.26781 -0.89525 0.39808
O -0.93062 0.14286 1.17907
N -1.63096 1.97473 -0.00886
C -1.64859 0.04709 -1.44058
C 2.05177 -0.25579 0.16419
C 1.07081 -0.92778 1.09879
C -1.34286 0.72818 -0.14145
H 3.06215 -0.31920 0.58092
H -2.18329 -0.89042 -1.26929
H 1.32697 -1.97621 1.25512
H 2.04701 -0.74508 -0.81406
H 1.78114 0.79266 0.01094
H -0.72217 -0.13965 -1.99007
H 1.09395 -0.45588 2.08367
H -1.43183 2.23646 0.96319
H -2.27569 0.68327 -2.06965

## 2
16
Properties=species:S:1:pos:R:3 method="wB97M-V/def2-TZVPD" spin_multiplicity=1 homo_ev=-9.7 smiles="CCCNC(=O)O" lumo_energy_ev=0.630 homo_lumo_gap_ev=10.338
O 1.99633 -2.16487 -1.02692
O 0.61050 -3.17086 0.32007
N -0.16160 -1.02028 -0.44276
C -1.18498 -0.13082 0.46796
C 0.66022 -2.05114 -0.25350
C 0.56154 1.61285 0.33924
C -1.06644 1.24549 -0.18374
H 1.07249 0.97925 -0.53043
H 0.77078 2.52890 -0.12654
H -1.20540 2.06735 -1.16370
H -0.91259 0.35657 1.59988
H -0.23250 -0.23393 -0.98262
H 0.84314 1.52513 1.36570
H -1.84427 1.94600 0.36079
H 2.37321 -2.93639 -0.23206
H -2.28040 -0.55322 0.48865

What is the stability order? It is 1, 2, from most stable to least stable.